Arrangement w

{"formula": "H3NO4", "method": "wB97M-V/def2-TZVPD", "smiles": "OONOO", "e_lumo_ev": 0.68, "orbital_gap_ev": 10.4, "charge": 0, "symbols": ["O", "N", "H", "H", "H", "O", "O", "O"], "coordinates": [[0.27, -0.65, -1.32], [0.94, 0.54, 0.57], [-2.18, -0.09, 0.65], [0.61, -1.36, -1.84], [1.24, 1.37, 0.00], [-1.32, -0.18, 1.15], [1.00, -0.58, 0.02], [-0.57, 0.96, 0.76]]}

***

Arrangement x

{"formula": "H3NO4", "method": "wB97M-V/def2-TZVPD", "smiles": "OONOO", "e_lumo_ev": 0.25, "orbital_gap_ev": 11.0, "charge": 0, "symbols": ["N", "H", "H", "O", "H", "O", "O", "O"], "coordinates": [[0.27, 1.16, 0.43], [0.78, -1.39, -0.16], [-1.83, -0.59, -0.97], [1.23, 0.45, -0.49], [0.29, 0.66, 1.37], [-0.90, 1.02, -0.09], [-1.22, -0.53, -0.23], [1.39, -0.77, 0.15]]}

***

Top of the stability list: arrangement x, leading by 10.4 kcal/mol.

***

Arrangement w

{"formula": "C2H2N2O4", "method": "wB97M-V/def2-TZVPD", "e_lumo_ev": -0.34, "orbital_gap_ev": 10.3, "charge": 0, "symbols": ["O", "C", "H", "H", "C", "O", "N", "O", "N", "O"], "coordinates": [[1.47, -1.59, 0.17], [-1.47, -0.18, -0.15], [-0.82, 1.98, 0.13], [1.92, -0.76, 1.06], [0.57, 0.61, -0.19], [-2.66, -0.08, -0.10], [0.64, -0.77, -0.56], [1.69, 1.27, -0.31], [-0.63, 0.91, 0.22], [-0.71, -1.39, -0.27]]}

***

Arrangement x

{"formula": "C2H2N2O4", "method": "wB97M-V/def2-TZVPD", "smiles": "O=c1[nH]o/c(=N\\O)o1", "e_lumo_ev": 0.46, "orbital_gap_ev": 9.9, "charge": 0, "symbols": ["O", "C", "H", "O", "O", "C", "N", "O", "N", "H"], "coordinates": [[0.12, 0.95, -0.12], [0.44, -0.38, -0.06], [3.40, -0.46, 0.06], [-0.64, -1.10, 0.01], [-2.90, -0.62, -0.11], [-1.80, -0.26, -0.04], [1.61, -0.93, -0.07], [2.63, 0.09, -0.07], [-1.25, 0.96, -0.07], [-1.62, 1.75, 0.47]]}

***

Arrangement y

{"formula": "C2H2N2O4", "method": "wB97M-V/def2-TZVPD", "smiles": "O=C[C@@H](N=O)[N+](=O)[O-]", "e_lumo_ev": [-1.65, -1.65], "orbital_gap_ev": [8.8, 8.8], "charge": 0, "symbols": ["N", "O", "C", "H", "C", "O", "H", "O", "O", "N"], "coordinates": [[1.52, 0.50, -0.78], [0.68, -2.65, -1.30], [0.50, -0.43, -0.31], [0.30, 0.85, 1.50], [-0.03, -0.22, 1.11], [-0.75, -1.01, 1.65], [-0.38, -0.62, -0.90], [1.96, -2.22, 0.33], [1.44, 1.61, -0.31], [1.13, -1.92, -0.45]]}

***

Top of the stability list: arrangement x, leading by 31.1 kcal/mol.

***

Arrangement w

{"formula": "C2H9N3O2", "method": "wB97M-V/def2-TZVPD", "e_lumo_ev": 0.75, "orbital_gap_ev": 8.6, "charge": 0, "symbols": ["H", "C", "H", "H", "C", "N", "H", "H", "H", "N", "H", "O", "H", "H", "O", "N"], "coordinates": [[0.45, 0.29, -0.95], [-0.63, 2.11, -0.68], [-0.54, 2.48, -1.70], [0.17, 2.52, -0.06], [-0.44, 0.00, 0.80], [-1.00, -1.27, 0.75], [2.03, -2.10, -0.82], [-1.58, 2.40, -0.25], [-1.27, -1.55, 1.68], [1.58, -1.88, 0.07], [2.24, -2.17, 0.79], [-0.45, 0.78, 1.72], [-0.30, -1.94, 0.38], [-1.24, 0.17, -1.19], [1.46, -0.47, 0.15], [-0.50, 0.64, -0.67]]}

***

Arrangement x

{"formula": "C2H9N3O2", "method": "wB97M-V/def2-TZVPD", "smiles": "[H]/N=C(/C)ON.NO", "e_lumo_ev": 0.94, "orbital_gap_ev": 9.8, "charge": 0, "symbols": ["O", "O", "H", "N", "H", "H", "H", "C", "C", "H", "H", "N", "H", "H", "H", "N"], "coordinates": [[2.41, 1.00, -0.22], [-0.94, -1.04, -0.48], [-1.87, -2.67, -0.10], [-0.13, 0.47, 1.37], [-2.07, -1.61, 1.10], [-0.39, 1.22, -1.78], [1.60, -0.78, -1.08], [-0.36, 0.30, 0.14], [-0.78, 1.40, -0.78], [-0.41, 2.36, -0.43], [-1.87, 1.42, -0.83], [1.89, -0.33, -0.18], [0.02, -0.38, 1.90], [1.81, 1.46, 0.39], [2.46, -0.83, 0.51], [-1.37, -2.00, 0.47]]}

***

Top of the stability list: arrangement w, leading by 53.9 kcal/mol.

***

Arrangement w

{"formula": "C3HO3", "method": "wB97M-V/def2-TZVPD", "smiles": "O=C=CC(=O)[O-]", "e_lumo_ev": 4.23, "orbital_gap_ev": 8.3, "charge": -1, "symbols": ["C", "C", "O", "H", "O", "O", "C"], "coordinates": [[-0.32, -1.15, 0.15], [0.30, 1.33, 0.24], [-0.36, -0.98, 1.34], [0.47, 0.14, -1.51], [-0.59, -1.86, -0.76], [0.21, 2.20, 1.05], [0.29, 0.33, -0.51]]}

***

Arrangement x

{"formula": "C3HO3", "method": "wB97M-V/def2-TZVPD", "smiles": "O=CC1=C([O-])O1", "e_lumo_ev": 4.32, "orbital_gap_ev": 7.9, "charge": -1, "symbols": ["H", "O", "O", "C", "C", "C", "O"], "coordinates": [[-0.07, 0.66, -0.35], [0.19, -1.74, 2.16], [2.41, -2.04, 1.26], [0.47, -0.40, 1.27], [-0.49, -0.07, 0.39], [1.31, -1.57, 1.43], [-1.70, -0.36, 0.56]]}

***

Arrangement y

{"formula": "C3HO3", "method": "wB97M-V/def2-TZVPD", "smiles": "O=C=CC(=O)[O-]", "e_lumo_ev": 4.18, "orbital_gap_ev": 8.1, "charge": -1, "symbols": ["O", "C", "C", "H", "C", "O", "O"], "coordinates": [[-0.34, -1.28, -1.45], [-0.01, 0.85, -0.04], [-0.59, -0.91, -0.30], [-1.14, 1.34, -0.54], [1.12, 0.82, 0.61], [2.16, 0.58, 1.11], [-1.20, -1.39, 0.62]]}

***

Top of the stability list: arrangement w, leading by 25.9 kcal/mol.

***

Arrangement w

{"formula": "H2NO2S", "method": "wB97M-V/def2-TZVPD", "e_lumo_ev": [4.11, 4.11], "orbital_gap_ev": [6.4, 6.4], "charge": -1, "symbols": ["S", "N", "O", "O", "H", "H"], "coordinates": [[0.48, -1.09, 1.79], [-0.56, 0.39, -0.91], [-0.90, -0.67, -0.32], [-0.78, 1.56, -0.64], [1.65, -0.42, 1.82], [0.10, 0.23, -1.75]]}

***

Arrangement x

{"formula": "H2NO2S", "method": "wB97M-V/def2-TZVPD", "smiles": "N=[S@H](=O)[O-]", "e_lumo_ev": 4.41, "orbital_gap_ev": 8.9, "charge": -1, "symbols": ["O", "S", "N", "H", "H", "O"], "coordinates": [[0.65, -2.01, -0.98], [0.65, -0.70, -0.33], [-0.33, -0.78, 0.89], [0.00, -0.12, -1.43], [-0.12, 0.11, 1.30], [1.92, 0.03, -0.33]]}

***

Top of the stability list: arrangement x, leading by 65.7 kcal/mol.